# 1
Entry from the OMol25 dataset: a 2-piece molecular cluster, C18H14ClNO overall (ωB97M-V/def2-TZVPD).

```
35
C18H14ClNO | the OMol25 dataset | ωB97M-V/def2-TZVPD
O 2.53601 -0.33341 2.27389
C 1.28873 -0.49655 2.38217
C 0.55532 -1.77298 2.44347
C -0.82211 -1.81283 2.44626
C -1.59550 -0.63801 2.43974
C -3.03290 -0.66156 2.44294
N -4.20592 -0.64860 2.44572
C -0.93532 0.59851 2.43615
C 0.43332 0.68219 2.43761
H 1.10794 -2.71094 2.45780
H -1.35248 -2.76228 2.45361
H -1.48849 1.52952 2.43455
H 0.95262 1.63815 2.43928
Cl 0.84060 3.60843 -2.94340
C 1.75703 3.36784 -1.52328
C 1.51042 4.17236 -0.39844
C 2.25404 3.96982 0.76601
C 3.21390 2.92068 0.85428
C 3.97316 2.73092 2.04682
C 5.06531 1.73525 2.18122
C 5.77813 2.09380 3.55125
C 5.00643 3.27921 4.03249
C 3.99017 3.61270 3.15184
C 3.48256 2.17138 -0.32569
C 2.75307 2.37797 -1.49359
H 0.74047 4.93839 -0.43303
H 2.08017 4.62144 1.62190
H 4.70272 0.70313 2.18225
H 5.80594 1.86564 1.38501
H 5.71202 1.22899 4.22053
H 6.84194 2.31815 3.38087
H 5.22536 3.79488 4.96412
H 3.35073 4.48726 3.21417
H 4.26206 1.40983 -0.30392
H 2.93675 1.77695 -2.37807
```

For the calculated total energy, the calculation gives -34949.881 eV. The spin multiplicity is 1. The calculation puts the gap between HOMO and LUMO at 2.92 eV. The value obtained for the HOMO energy is -6.08 eV.

# 2
Entry from the OMol25 dataset: C18H14F4N2O4 in the gas phase (ωB97M-V/def2-TZVPD).

```
42
C18H14F4N2O4 | the OMol25 dataset | ωB97M-V/def2-TZVPD
F -0.25318 0.21586 3.44211
C -1.12576 0.82099 2.59102
C -0.71640 1.11026 1.23033
F 0.67584 1.66008 1.22656
C -1.60296 2.24753 0.58409
O -1.19738 2.80795 -0.43436
C -2.76566 2.75711 1.37306
F -3.48587 3.76713 0.79787
C -3.26914 2.08012 2.44955
F -4.40538 2.46265 3.02556
C -2.44413 1.05611 3.13681
O -2.93145 0.37780 4.03270
C 1.86312 -2.23393 2.33081
O 1.24300 -1.44680 1.28730
C 1.98700 -0.97580 0.26214
C 1.31916 -0.57121 -0.92919
N -0.07607 -0.61149 -0.95179
C -0.93871 -0.18290 0.05851
N -2.12283 -0.80079 -0.25459
C -3.33543 -1.09779 0.46947
C -2.07094 -1.42402 -1.47652
C -0.83300 -1.23707 -1.99222
C 2.02825 -0.06319 -2.03239
O 1.24722 0.38552 -3.01405
C 1.84724 1.06234 -4.14967
C 3.42760 0.09284 -1.93513
C 4.07147 -0.25983 -0.77500
C 3.40049 -0.78290 0.32214
H 1.02695 -2.74298 2.81862
H 2.58427 -2.97185 1.93611
H 2.38749 -1.59552 3.06211
H -3.31717 -0.75375 1.50368
H -4.12171 -0.55674 -0.10758
H -3.62979 -2.17708 0.38864
H -2.94615 -1.88348 -1.86650
H -0.37884 -1.63488 -2.88672
H 0.98533 1.23601 -4.81151
H 2.29415 2.05059 -3.89212
H 2.60620 0.45480 -4.66992
H 3.94876 0.57273 -2.74046
H 5.12684 -0.14991 -0.67052
H 3.89757 -1.06451 1.26103
```

For the calculated total energy, the calculation gives -40927.308 eV. The spin multiplicity is 1. The calculation puts the gap between HOMO and LUMO at 6.34 eV. The value obtained for the HOMO energy is -6.81 eV.

# 3
Entry from the OMol25 dataset: C18H14MnO5P as an isolated structure (ωB97M-V/def2-TZVPD).

```
39
C18H14MnO5P | the OMol25 dataset | ωB97M-V/def2-TZVPD
O -2.52218 -5.40123 -1.89281
C -1.65782 -4.68818 -1.60150
Mn -0.73793 -2.61573 -0.88402
O -3.66449 -1.96644 -0.98165
C -2.62081 -2.50691 -1.03261
C 0.97463 -2.05683 -0.60935
O 2.05827 -1.64627 -0.45915
C -0.54713 -1.90150 -2.55472
O -0.38500 -1.45659 -3.61633
C -0.90146 -2.85023 0.91760
O -0.97234 -3.03160 2.06407
H 0.25552 -3.85461 -1.05174
C -1.99455 1.64779 0.42369
P -0.56733 0.48054 0.18311
C 0.31669 1.44247 -1.10820
C 1.64133 1.90289 -1.06092
C 2.22957 2.44216 -2.21255
C 1.48641 2.59645 -3.38459
C 0.15417 2.18405 -3.42430
C -0.41856 1.58750 -2.30535
C 0.21345 0.58824 1.83054
C -0.64414 0.39628 2.93812
C -0.11760 0.13231 4.20452
C 1.26471 0.03116 4.37399
C 2.12109 0.24689 3.29541
C 1.60463 0.50291 2.02235
H -2.51802 1.74625 -0.54229
H -1.57862 2.62968 0.73223
H -2.67708 1.25628 1.19406
H 2.19720 1.84531 -0.12708
H 3.27922 2.74767 -2.18463
H 1.94791 3.04431 -4.26342
H -0.43032 2.32892 -4.33419
H -1.44895 1.23834 -2.35718
H -1.72009 0.40110 2.80390
H -0.78126 -0.01352 5.05422
H 1.67923 -0.20252 5.35311
H 3.20556 0.18202 3.42492
H 2.27604 0.59062 1.17271
```

For the calculated total energy, the calculation gives -69717.297 eV. The spin multiplicity is 5. Its charge is +2. The calculation puts the gap between HOMO and LUMO (spin up / spin down) at 7.21 / 4.53 eV. The value obtained for the HOMO energy (spin up / spin down) is -14.41 / -15.44 eV.

# 4
Entry from the OMol25 dataset: C18H14N12OPtS5 as an isolated structure (ωB97M-V/def2-TZVPD).

```
51
C18H14N12OPtS5 | the OMol25 dataset | ωB97M-V/def2-TZVPD
Pt -0.47242 0.06241 -0.13098
O -2.68779 -3.30768 -0.13975
C -1.84574 -2.43213 -0.20894
N -1.88141 -1.21905 0.34827
C -2.98875 -0.70121 1.11412
C -2.78742 0.77421 1.35255
C -3.75555 1.57223 1.93329
C -3.44782 2.87664 2.28118
C -2.16941 3.36375 2.05218
C -1.25781 2.54889 1.41946
N -1.56885 1.29386 1.07175
C -0.53888 -2.63403 -0.95119
C -0.14436 -3.87467 -1.40230
C 1.10209 -4.00271 -1.99306
C 1.91805 -2.88776 -2.12331
C 1.46602 -1.66835 -1.66216
N 0.25917 -1.56108 -1.10335
H -3.00493 -1.17940 2.10199
H -3.95277 -0.90396 0.64090
H -4.73599 1.15792 2.12233
H -4.20144 3.51134 2.72724
H -1.88949 4.37316 2.31372
H -0.26309 2.88672 1.16495
H -0.82240 -4.70446 -1.26138
H 1.44244 -4.96812 -2.34247
H 2.89759 -2.95427 -2.57334
H 2.04088 -0.75629 -1.74381
N 2.39816 1.24164 1.39581
C 1.78816 0.14379 1.95902
N 2.21340 -0.48653 3.03073
N 1.34288 -1.51010 3.19171
N 0.44641 -1.50757 2.27867
N 0.70353 -0.45333 1.46352
C 2.03137 1.80967 0.19835
N 2.64058 2.84181 -0.34352
N 1.93435 3.10352 -1.46689
N 0.95663 2.29251 -1.60325
N 0.99104 1.42655 -0.55199
H 3.23166 1.59177 1.83775
C 0.00168 1.93743 -4.92535
S -1.77144 1.68053 -5.19085
C -2.38112 2.42020 -3.72034
C -2.25767 1.92616 -2.47465
S -1.62351 0.32436 -2.18096
S -2.91365 2.92220 -1.21610
C -3.57327 4.18540 -2.20110
S -4.40501 5.44531 -1.56525
S -3.22584 3.94492 -3.87052
H 0.50786 1.40904 -5.73193
H 0.30293 1.52394 -3.96426
H 0.24659 2.99555 -4.97066
```

For the calculated total energy, the calculation gives -96244.247 eV. The spin multiplicity is 1. The calculation puts the gap between HOMO and LUMO at 6.88 eV. The value obtained for the HOMO energy is -7.92 eV.

# 5
Entry from the OMol25 dataset: C18H14N3O2OsS2 as an isolated structure (ωB97M-V/def2-TZVPD).

```
40
C18H14N3O2OsS2 | the OMol25 dataset | ωB97M-V/def2-TZVPD
Os -0.46748 -0.02882 0.25292
N 1.89466 -3.63247 -0.27836
C 1.39653 -2.38781 -0.22325
S -0.26367 -2.25920 0.35412
N 2.09187 -1.37306 -0.55082
N 1.46680 -0.14818 -0.46415
C 2.27846 0.85727 -0.46847
C 1.93808 2.23934 -0.35575
C 2.97426 3.18008 -0.25530
C 2.69857 4.51538 -0.06547
C 1.36606 4.93765 -0.01627
C 0.33555 4.02623 -0.14418
C 0.61754 2.67101 -0.27809
O -0.39201 1.80160 -0.30229
H 1.35208 -4.41182 0.04679
H 2.83321 -3.77857 -0.61024
H 3.33368 0.61738 -0.55137
H 3.99990 2.83581 -0.31209
H 3.50231 5.22820 0.05201
H 1.13448 5.98460 0.12598
H -0.70197 4.33195 -0.12308
C 7.05480 2.39234 4.89302
C 6.17231 3.49907 5.39092
O 6.14685 4.62268 5.00672
S 4.97851 2.92280 6.71696
C 3.71881 2.34778 5.60954
C 3.32821 3.09080 4.49509
C 2.37182 2.58955 3.63357
C 1.79593 1.33663 3.87124
C 2.14698 0.62163 5.01635
C 3.09930 1.12859 5.88088
C 0.91465 0.80824 2.88296
C 0.20632 0.40600 1.97535
H 7.90028 2.79857 4.34104
H 6.45703 1.76445 4.22756
H 7.39174 1.77111 5.71895
H 3.75066 4.07102 4.32031
H 2.05847 3.16018 2.76758
H 1.67535 -0.33078 5.21842
H 3.38254 0.57599 6.76656
```

For the calculated total energy, the calculation gives -51586.236 eV. The spin multiplicity is 1. Its charge is +1. The calculation puts the gap between HOMO and LUMO (spin up / spin down) at 4.69 / 4.82 eV. The value obtained for the HOMO energy (spin up / spin down) is -10.85 / -10.86 eV.

# 6
Entry from the OMol25 dataset: C18H14NS2Ta as an isolated structure (ωB97M-V/def2-TZVPD).

```
36
C18H14NS2Ta | the OMol25 dataset | ωB97M-V/def2-TZVPD
Ta 0.27000 0.61896 0.06682
S 2.19079 -0.33421 0.89396
C 3.28042 -0.60246 -0.47343
C 4.54343 -1.12909 -0.26563
C 5.36168 -1.36094 -1.36650
C 4.91745 -1.07631 -2.64780
C 3.64611 -0.55033 -2.85659
C 2.83211 -0.31533 -1.76333
S 1.22469 0.39134 -2.01500
H 4.88723 -1.35331 0.73507
H 6.35193 -1.76725 -1.21451
H 5.55960 -1.26306 -3.49731
H 3.29883 -0.32982 -3.85756
N -1.37842 1.47195 -1.18110
C -1.78265 1.93482 0.12376
C -1.65402 3.29969 0.43424
C -2.00937 3.74256 1.69032
C -2.48641 2.83448 2.63949
C -2.56463 1.48490 2.35157
C -2.19955 0.98730 1.09416
C -2.16597 -0.48023 0.82150
C -3.21111 -1.32345 1.17932
C -3.09041 -2.68413 0.94176
C -1.93393 -3.21596 0.36910
C -0.88055 -2.38932 0.02831
C -0.98623 -1.01306 0.25104
H -1.23060 2.23075 -1.84336
H -1.99403 0.77209 -1.59316
H -1.32767 3.99968 -0.32683
H -1.93457 4.79410 1.93106
H -2.77921 3.18878 3.61884
H -2.89396 0.78490 3.10866
H -4.11559 -0.91951 1.61707
H -3.90699 -3.34317 1.20496
H -1.86189 -4.28162 0.19924
H 0.02348 -2.80372 -0.39813
```

For the calculated total energy, the calculation gives -43589.743 eV. The spin multiplicity is 1. Its charge is +2. The calculation puts the gap between HOMO and LUMO at 6.45 eV. The value obtained for the HOMO energy is -15.09 eV.